Entry 1:
Computed, not measured: a molecular structure, F3Zn in a non-equilibrium geometry, with ωB97M-V/def2-TZVPD.

The LUMO energy is 3.7 eV. The value obtained for the HOMO-LUMO gap is 10.273 eV. The value obtained for the maximum force is 1.56 eV/Å. As for the HOMO energy: -6.5 eV. The value obtained for the energy is -56574.434 eV.

ORCA input file:
```
! wB97M-V def2-TZVPD RIJCOSX def2/J DEFGRID3
* xyz -1 1
Zn 25.18 -11.70 -24.00
F 24.26 -13.37 -23.79
F 27.01 -12.24 -24.21
F 24.87 -9.99 -24.66
*
```

---

Entry 2:
Computed, not measured: a molecular structure, C34H80B2BrClN21O11 in a non-equilibrium geometry, with ωB97M-V/def2-TZVPD.

The LUMO energy is -2.0 eV. The value obtained for the HOMO-LUMO gap is 7.585 eV. The value obtained for the maximum force is 9.03 eV/Å. As for the HOMO energy: -9.6 eV. The value obtained for the energy is -174289.059 eV.

ORCA input file:
```
! wB97M-V def2-TZVPD RIJCOSX def2/J DEFGRID3
* xyz 1 1
C -1.85 -3.98 0.21
C -0.72 -3.71 1.21
C -0.16 -2.27 1.11
C 1.31 -2.15 0.63
C 2.16 -2.76 1.77
Br 4.02 -3.09 1.19
C 2.11 -1.95 3.08
C 3.36 -1.18 3.53
N 1.41 -3.06 -0.53
C 1.38 -2.56 -1.80
N 0.88 -3.30 -2.77
C 0.74 -2.76 -4.15
C -0.57 -2.00 -4.31
C -0.47 -0.51 -3.90
N -1.50 -0.05 -2.97
C -2.44 0.98 -3.45
C -2.72 1.98 -2.35
C -3.31 1.56 -1.16
C -3.58 2.44 -0.13
C -3.27 3.79 -0.28
C -2.69 4.23 -1.46
C -2.41 3.33 -2.49
O -1.84 3.77 -3.67
B 0.40 -4.72 -2.55
C -0.95 -5.23 -3.13
O 1.23 -5.57 -1.85
N 1.80 -1.31 -2.12
C 1.87 -0.25 -1.12
C 3.15 0.56 -1.32
Cl 2.98 1.42 -2.90
C 4.47 -0.25 -1.22
C 5.47 -0.09 -2.37
C 1.70 -0.68 0.36
B 0.64 0.38 0.99
O 1.07 1.13 2.05
N -0.67 0.57 0.34
C -0.67 1.87 -0.38
C -1.71 0.64 1.41
H -2.81 -3.75 0.67
H -1.87 -5.03 -0.10
H -1.77 -3.34 -0.67
H 0.06 -4.47 1.13
H -1.15 -3.83 2.21
H -0.27 -1.80 2.09
H -0.78 -1.74 0.39
H 1.81 -3.77 1.97
H 1.90 -2.66 3.88
H 1.29 -1.25 3.08
H 3.02 -0.52 4.34
H 3.79 -0.52 2.78
H 4.11 -1.83 3.97
H 2.07 -3.82 -0.42
H 0.75 -3.62 -4.82
H 1.59 -2.15 -4.42
H -1.36 -2.47 -3.73
H -0.89 -2.07 -5.35
H -0.50 0.10 -4.81
H 0.50 -0.31 -3.45
H -2.03 -0.83 -2.61
H -2.01 1.52 -4.29
H -3.40 0.55 -3.75
H -3.54 0.51 -1.03
H -4.04 2.10 0.79
H -3.48 4.49 0.52
H -2.44 5.28 -1.59
H -0.97 4.15 -3.48
H -1.00 -6.31 -3.09
H -1.82 -4.82 -2.62
H -1.03 -4.95 -4.19
H 2.05 -5.76 -2.32
H 2.56 -1.30 -2.79
H 1.07 0.45 -1.37
H 3.17 1.35 -0.58
H 4.96 0.02 -0.28
H 4.20 -1.31 -1.19
H 5.03 -0.45 -3.30
H 5.82 0.93 -2.50
H 6.32 -0.74 -2.18
H 2.64 -0.47 0.88
H 0.95 0.77 2.94
H -0.45 1.69 -1.44
H 0.07 2.58 0.01
H -1.65 2.34 -0.30
H -2.68 0.39 0.96
H -1.75 1.63 1.85
H -1.50 -0.05 2.23
C -0.37 5.66 0.13
O -0.28 4.81 1.00
N 0.53 6.67 -0.02
N -1.40 5.68 -0.77
H 0.46 7.37 -0.74
H 1.30 6.70 0.63
H -2.10 4.96 -0.70
H -1.47 6.37 -1.49
C -1.62 -9.45 -3.18
O -1.27 -8.51 -3.87
N -2.49 -9.31 -2.14
N -1.16 -10.72 -3.39
H -2.79 -10.07 -1.56
H -2.85 -8.40 -1.96
H -0.52 -10.85 -4.15
H -1.43 -11.51 -2.84
C -5.55 4.27 2.94
O -4.59 4.98 3.18
N -5.44 2.90 2.89
N -6.79 4.76 2.68
H -6.20 2.28 2.69
H -4.53 2.51 3.07
H -6.91 5.76 2.71
H -7.59 4.18 2.48
C -6.37 -0.19 4.74
O -6.58 0.02 3.55
N -6.95 -1.22 5.41
N -5.54 0.61 5.48
H -6.80 -1.40 6.39
H -7.57 -1.81 4.90
H -5.12 1.39 5.02
H -5.35 0.46 6.46
C 2.97 -3.84 6.60
O 1.79 -4.07 6.41
N 3.42 -2.65 7.10
N 3.95 -4.75 6.30
H 4.39 -2.44 7.25
H 2.73 -1.97 7.33
H 3.65 -5.64 5.93
H 4.93 -4.58 6.44
C 0.26 0.06 5.78
O 0.39 0.15 4.57
N -0.09 1.12 6.55
N 0.47 -1.12 6.44
H -0.19 1.08 7.54
H -0.24 2.00 6.08
H 0.75 -1.92 5.90
H 0.38 -1.21 7.44
C 1.57 8.27 -3.43
O 0.63 7.93 -2.73
N 1.59 9.47 -4.08
N 2.66 7.48 -3.62
H 2.35 9.78 -4.66
H 0.80 10.08 -3.95
H 2.67 6.59 -3.15
H 3.45 7.74 -4.18
C 5.82 3.83 -4.79
O 6.30 2.99 -4.04
N 6.59 4.71 -5.50
N 4.47 3.94 -4.97
H 6.21 5.40 -6.12
H 7.58 4.64 -5.38
H 3.89 3.30 -4.46
H 4.04 4.62 -5.57
*
```

---

Entry 3:
Computed, not measured: 2 unconnected molecules or ions with the total composition C2H2F7N3 in a non-equilibrium geometry, with ωB97M-V/def2-TZVPD.

The LUMO energy (alpha / beta) is 0.1 / -2.6 eV. The value obtained for the HOMO-LUMO gap (alpha / beta) is 11.575 / 5.776 eV. The value obtained for the maximum force is 3.90 eV/Å. For the energy above the lowest of the compared OMol25 structures with the same formula, charge and spin, the calculation gives 37.5 kcal per mole. As for the HOMO energy (alpha / beta): -11.5 / -8.4 eV. The value obtained for the energy is -25594.407 eV.

ORCA input file:
```
! wB97M-V def2-TZVPD RIJCOSX def2/J DEFGRID3
* xyz 0 1
C 1.80 1.24 0.06
C -2.37 -0.29 0.12
N 1.22 -1.00 0.21
N 1.21 0.15 0.75
N -1.54 0.19 -0.89
F 0.94 2.23 -0.10
F 2.83 1.71 0.77
F 2.29 0.91 -1.15
F -3.37 -1.10 -0.29
F -1.69 -1.03 1.06
F -2.93 0.73 0.76
F -0.72 -0.84 -1.30
H 0.73 -1.72 0.73
H 1.60 -1.18 -0.72
*
```

---

Entry 4:
Computed, not measured: 3 unconnected molecules or ions with the total composition C3H8NO2 in a non-equilibrium geometry, with ωB97M-V/def2-TZVPD.

The LUMO energy is -5.4 eV. The value obtained for the HOMO-LUMO gap is 8.226 eV. The value obtained for the maximum force is 2.29 eV/Å. For the energy above the lowest of the compared OMol25 structures with the same formula, charge and spin, the calculation gives 107.9 kcal per mole. As for the HOMO energy: -13.6 eV. The value obtained for the energy is -8815.274 eV.

ORCA input file:
```
! wB97M-V def2-TZVPD RIJCOSX def2/J DEFGRID3
* xyz 1 1
C 0.10 0.55 0.50
C 0.30 -0.76 0.14
C 2.11 0.20 0.11
O 2.51 -0.59 -0.83
O 2.68 1.06 0.65
N -2.87 0.20 -0.03
H -0.45 1.11 -0.25
H 0.38 1.18 1.33
H 0.64 -1.60 0.76
H 0.34 -1.07 -0.90
H 3.25 -0.22 -1.34
H -2.49 -0.63 0.41
H -3.66 0.57 0.47
H -2.84 0.02 -1.02
*
```

---

Entry 5:
Computed, not measured: 2 unconnected molecules or ions with the total composition C4H10O2, with ωB97M-V/def2-TZVPD.

The LUMO energy is 0.9 eV. The value obtained for the HOMO-LUMO gap is 11.201 eV. The value obtained for the maximum force is 0.47 eV/Å. For the energy above the lowest of the compared OMol25 structures with the same formula, charge and spin, the calculation gives 33.4 kcal per mole. As for the HOMO energy: -10.3 eV. The value obtained for the energy is -8404.099 eV. The SMILES is CCC(=O)CO.[H][H].

ORCA input file:
```
! wB97M-V def2-TZVPD RIJCOSX def2/J DEFGRID3
* xyz 0 1
C -2.25 -0.55 -0.09
C -1.12 0.34 0.39
C 0.15 0.15 -0.39
O 0.24 -0.66 -1.30
C 1.37 0.99 -0.06
O 2.49 0.52 -0.76
H -3.19 -0.31 0.42
H -2.40 -0.43 -1.17
H -2.02 -1.61 0.09
H -1.39 1.41 0.33
H -0.89 0.16 1.45
H 1.88 -1.65 1.14
H 2.12 -0.11 -1.41
H 1.56 0.97 1.02
H 1.15 2.04 -0.33
H 2.31 -1.27 0.66
*
```

---

Entry 6:
Computed, not measured: a gas-phase ion, C3H7N2O2 (charge -1) in a non-equilibrium geometry, with ωB97M-V/def2-TZVPD.

The LUMO energy (alpha / beta) is 4.3 / 4.3 eV. The value obtained for the HOMO-LUMO gap (alpha / beta) is 6.605 / 6.604 eV. The value obtained for the maximum force is 5.13 eV/Å. For the energy above the lowest of the compared OMol25 structures with the same formula, charge and spin, the calculation gives 130.9 kcal per mole. As for the HOMO energy (alpha / beta): -2.3 / -2.3 eV. The value obtained for the energy is -10295.958 eV. The SMILES is C=C[C@@H](O)N(N)[O-].

ORCA input file:
```
! wB97M-V def2-TZVPD RIJCOSX def2/J DEFGRID3
* xyz -1 1
C 1.98 -0.05 0.08
C 0.92 0.80 0.04
C -0.32 0.59 0.73
N -1.30 -0.66 -1.05
N -1.10 -0.65 0.54
O -0.40 -1.78 0.90
O -1.16 1.70 0.35
H 3.02 0.01 -0.38
H 1.73 -0.96 0.57
H 1.10 1.60 -0.65
H -0.07 0.50 1.85
H -0.47 -0.97 -1.59
H -2.12 -1.32 -1.25
H -1.80 1.18 -0.14
*
```

---

Entry 7:
Computed, not measured: a molecular structure, C35H36CrN7SSi2 in a non-equilibrium geometry, with ωB97M-V/def2-TZVPD.

The LUMO energy (alpha / beta) is 2.1 / 2.2 eV. The value obtained for the HOMO-LUMO gap (alpha / beta) is 4.352 / 6.124 eV. The value obtained for the maximum force is 6.85 eV/Å. The expectation value of S² is 6.062. As for the HOMO energy (alpha / beta): -2.3 / -3.9 eV. The value obtained for the energy is -102322.747 eV.

ORCA input file:
```
! wB97M-V def2-TZVPD RIJCOSX def2/J DEFGRID3
* xyz -1 5
Cr -0.22 -0.13 0.16
C 0.15 -1.11 3.95
Si 0.26 0.76 3.44
C 1.84 1.37 4.33
C -1.29 1.33 4.38
N 0.17 1.07 1.76
C -0.21 2.34 1.33
C -0.06 3.49 2.20
C -0.49 4.71 1.80
C -1.29 4.88 0.69
C -1.55 3.77 -0.13
C -1.04 2.50 0.19
N -1.12 1.40 -0.66
Si -1.32 1.88 -2.35
C 0.01 3.04 -2.77
C -1.18 0.45 -3.68
C -2.94 2.80 -2.88
H 0.19 -1.21 5.16
H 1.15 -1.69 3.58
H -0.81 -1.71 3.63
H 1.90 1.15 5.45
H 1.89 2.45 4.21
H 2.79 0.95 3.94
H -1.86 0.42 4.81
H -1.95 1.94 3.77
H -0.97 1.92 5.28
H 0.37 3.35 3.17
H -0.40 5.59 2.30
H -1.52 5.82 0.29
H -2.21 4.00 -0.91
H 0.96 2.47 -2.95
H 0.25 3.87 -2.06
H -0.19 3.46 -3.77
H -0.31 -0.08 -3.57
H -1.38 1.02 -4.56
H -2.07 -0.25 -3.27
H -2.96 3.88 -2.50
H -3.80 2.23 -2.67
H -2.79 2.88 -3.96
C 2.30 -3.58 1.64
C 1.27 -4.44 1.95
C -0.06 -4.10 2.00
C -0.40 -2.80 1.55
N 0.60 -2.00 1.01
C 1.90 -2.35 1.13
C -1.74 -2.34 1.44
C -2.75 -3.06 2.08
C -4.06 -2.58 2.05
C -4.35 -1.33 1.43
C -3.29 -0.59 0.93
C -1.95 -1.05 0.92
H 3.46 -4.13 1.55
H 1.54 -5.44 2.13
H -0.81 -4.72 2.42
H 2.78 -1.36 0.88
H -2.47 -4.05 2.45
H -4.81 -3.07 2.60
H -5.35 -0.96 1.51
H -3.52 0.34 0.41
S 4.48 -1.94 -5.69
N 4.60 -0.74 -4.51
C 3.56 -0.95 -3.68
C 3.34 -0.17 -2.44
C 4.12 0.94 -1.99
C 3.79 1.59 -0.82
C 2.55 1.26 -0.34
N 1.68 0.33 -0.73
C 2.09 -0.32 -1.80
C 1.09 -1.32 -2.36
N -0.02 -1.38 -1.64
C -0.90 -2.22 -1.99
C -0.77 -3.20 -2.98
C 0.58 -3.29 -3.51
C 1.45 -2.26 -3.35
C 2.66 -2.03 -4.15
N 3.08 -2.64 -5.19
H 4.79 1.08 -2.77
H 4.33 2.46 -0.47
H 2.26 1.81 0.43
H -1.98 -2.40 -1.57
H -1.61 -3.85 -3.38
H 0.52 -4.15 -4.28
*
```

---

Entry 8:
Computed, not measured: 2 unconnected molecules or ions with the total composition C11H14OS2 in a non-equilibrium geometry, with ωB97M-V/def2-TZVPD.

The LUMO energy is 0.1 eV. The value obtained for the HOMO-LUMO gap is 8.895 eV. The value obtained for the maximum force is 5.10 eV/Å. For the energy above the lowest of the compared OMol25 structures with the same formula, charge and spin, the calculation gives 69.6 kcal per mole. As for the HOMO energy: -8.8 eV. The value obtained for the energy is -35347.320 eV.

ORCA input file:
```
! wB97M-V def2-TZVPD RIJCOSX def2/J DEFGRID3
* xyz 0 1
C 3.31 -1.24 -1.40
C 2.19 -2.09 -1.44
C 3.16 0.13 -1.21
C 0.88 -1.55 -1.32
C 1.90 0.66 -1.06
C 0.80 -0.20 -1.17
C -1.19 0.51 -0.54
C -0.28 1.11 1.65
C -1.26 -1.05 1.43
C -2.76 0.95 1.42
C -1.37 0.37 0.93
O -0.74 2.36 -2.51
S -2.35 -0.17 -1.65
S -1.74 1.83 -1.59
H 4.20 -1.55 -1.79
H 2.27 -3.08 -1.59
H 4.04 0.73 -1.00
H 0.05 -2.14 -1.26
H 1.85 1.64 -0.91
H 0.76 0.72 1.26
H -0.14 0.92 2.80
H -0.22 2.18 1.35
H -0.40 -1.60 1.52
H -1.80 -0.99 2.41
H -1.92 -1.70 0.83
H -2.55 1.07 2.58
H -3.58 0.26 1.14
H -3.10 1.90 1.13
*
```

---

Entry 9:
Computed, not measured: C5H5NO in the gas phase, with ωB97M-V/def2-TZVPD.

The LUMO energy is 0.0 eV. The value obtained for the HOMO-LUMO gap is 10.026 eV. The value obtained for the maximum force is 0.98 eV/Å. For the energy above the lowest of the compared OMol25 structures with the same formula, charge and spin, the calculation gives 80.5 kcal per mole. As for the HOMO energy: -10.0 eV. The value obtained for the energy is -8799.927 eV. The SMILES is C#CC(=O)[C@H]1CN1.

ORCA input file:
```
! wB97M-V def2-TZVPD RIJCOSX def2/J DEFGRID3
* xyz 0 1
O 0.52 1.18 1.40
C 0.59 0.72 0.27
C 1.81 -0.01 -0.03
C 2.74 -0.77 0.05
C -0.66 0.65 -0.59
C -1.41 -0.60 -0.29
N -1.88 0.69 0.21
H 3.57 -1.45 0.02
H -0.73 1.13 -1.57
H -0.92 -1.29 0.39
H -2.03 -1.05 -1.05
H -1.60 0.81 1.19
*
```

---

Entry 10:
Computed, not measured: a molecular structure, C31H62P2ReSi2 in a non-equilibrium geometry, with ωB97M-V/def2-TZVPD.

The LUMO energy (alpha / beta) is -7.6 / -8.3 eV. The value obtained for the HOMO-LUMO gap (alpha / beta) is 5.643 / 5.094 eV. The value obtained for the maximum force is 9.47 eV/Å. The expectation value of S² is 3.776. For the energy above the lowest of the compared OMol25 structures with the same formula, charge and spin, the calculation gives 185.3 kcal per mole. As for the HOMO energy (alpha / beta): -13.2 / -13.4 eV. The value obtained for the energy is -69594.095 eV.

ORCA input file:
```
! wB97M-V def2-TZVPD RIJCOSX def2/J DEFGRID3
* xyz 2 4
Re -0.89 -0.75 -3.10
C -0.87 -2.07 -0.62
C 0.49 -2.14 -1.21
C 0.53 -0.66 0.56
C -0.81 -1.10 0.42
C 1.32 -1.24 -0.45
C -1.66 -3.31 -0.45
H -1.43 -4.05 -1.23
H -2.74 -3.13 -0.45
H -1.39 -3.78 0.51
C -1.84 -0.83 1.45
H -2.78 -1.34 1.22
H -2.02 0.25 1.50
H -1.51 -1.16 2.45
C 1.05 -0.07 1.81
H 1.01 -0.79 2.64
H 0.45 0.78 2.12
H 2.09 0.24 1.71
C 2.80 -1.21 -0.48
H 3.21 -1.79 0.37
H 3.18 -0.18 -0.38
H 3.20 -1.65 -1.41
C 1.03 -3.45 -1.66
H 1.13 -4.15 -0.81
H 2.03 -3.34 -2.10
H 0.38 -3.91 -2.41
C -1.33 0.85 -4.63
C -1.68 -0.63 -4.82
C -0.91 -1.41 -5.88
C 0.45 -1.94 -5.37
C 0.73 -1.52 -3.94
C 0.90 -0.09 -3.62
C 1.19 0.91 -4.73
C -0.09 1.39 -5.40
H -0.82 -0.80 -6.79
H 1.29 -1.64 -6.02
H -1.54 -2.27 -6.13
H -0.14 1.04 -6.44
H -2.22 1.43 -4.98
H -2.75 -0.67 -4.98
H -0.15 2.50 -5.44
H 1.72 1.76 -4.29
H 1.40 0.10 -2.67
H 1.88 0.49 -5.48
H 0.45 -3.04 -5.40
H 1.49 -2.13 -3.45
P -1.47 1.62 -2.80
P 1.79 3.17 -1.36
C -0.85 3.33 -2.60
C 0.65 3.73 -2.73
H -1.19 3.57 -1.58
H -1.43 3.93 -3.33
H 1.08 3.46 -3.71
H 0.68 4.83 -2.66
C 2.91 4.64 -1.24
H 3.59 4.48 -0.38
H 2.32 5.56 -1.07
H 3.50 4.73 -2.17
C 3.10 2.14 -2.14
H 3.38 2.55 -3.12
H 2.80 1.10 -2.25
H 3.99 2.16 -1.48
C -3.29 1.67 -2.74
H -3.65 0.78 -2.22
H -3.71 1.67 -3.74
H -3.62 2.57 -2.21
C -2.67 -2.04 -2.98
H -2.28 -3.07 -3.01
H -3.47 -1.96 -3.73
H -3.13 -1.87 -1.99
C -3.89 4.33 -0.42
Si -3.35 2.93 0.76
C -4.01 3.52 2.43
C -4.23 1.28 0.43
C -1.52 2.62 0.63
Si -0.44 3.59 1.78
C -0.91 3.18 3.57
C 1.43 3.23 1.73
C -0.65 5.43 1.41
H -4.97 4.25 -0.60
H -3.37 4.34 -1.38
H -3.70 5.30 0.06
H -5.10 3.66 2.35
H -3.83 2.79 3.24
H -3.59 4.48 2.75
H -5.14 1.43 -0.17
H -3.58 0.57 -0.10
H -4.53 0.81 1.38
H -1.14 1.81 0.00
H 0.02 3.09 4.17
H -1.53 3.97 4.02
H -1.45 2.22 3.64
H 1.69 2.42 1.03
H 1.76 2.92 2.73
H 2.00 4.13 1.45
H -0.63 5.62 0.33
H -1.59 5.83 1.81
H 0.18 5.99 1.87
*
```

---

Entry 11:
Computed, not measured: 2 unconnected molecules or ions with the total composition C20H21F8N2O6 in a non-equilibrium geometry, with ωB97M-V/def2-TZVPD.

The LUMO energy is -4.9 eV. The value obtained for the HOMO-LUMO gap is 6.340 eV. The value obtained for the maximum force is 1.06 eV/Å. As for the HOMO energy: -11.2 eV. The value obtained for the energy is -58077.515 eV.

ORCA input file:
```
! wB97M-V def2-TZVPD RIJCOSX def2/J DEFGRID3
* xyz 1 1
C 6.00 -0.43 3.37
C 6.69 -0.38 2.02
O 7.75 -1.29 1.91
C 5.71 -0.61 0.84
C 5.17 0.69 0.32
C 5.73 1.36 -0.78
C 5.19 2.59 -1.16
N 4.17 3.16 -0.55
N 3.65 2.51 0.47
C 2.49 3.17 1.11
C 1.30 2.23 1.21
O 0.17 3.05 1.22
C -0.98 2.46 1.79
C -2.24 2.90 1.02
F -3.13 3.44 1.86
F -1.92 3.82 0.09
C -2.93 1.74 0.28
F -3.87 2.24 -0.54
F -2.00 1.13 -0.48
C -3.61 0.70 1.20
F -4.86 1.08 1.45
F -2.95 0.67 2.38
C -3.62 -0.70 0.58
F -2.39 -1.25 0.72
F -4.50 -1.46 1.26
C 4.09 1.34 0.93
H 5.45 -1.36 3.48
H 5.30 0.39 3.48
H 6.74 -0.34 4.16
H 7.12 0.63 1.91
H 7.72 -1.92 2.64
H 4.89 -1.24 1.16
H 6.26 -1.11 0.05
H 6.56 0.93 -1.32
H 5.61 3.13 -2.00
H 2.80 3.56 2.07
H 2.21 3.99 0.45
H 1.27 1.56 0.34
H 1.36 1.64 2.13
H -0.91 1.38 1.76
H -1.11 2.75 2.83
H -3.91 -0.70 -0.46
H 3.59 0.89 1.78
C -4.75 -2.38 -3.55
C -5.64 -2.29 -2.55
C -6.66 -3.36 -2.29
O -7.41 -3.19 -1.34
C -6.69 -4.52 -3.16
C -5.80 -4.61 -4.16
C -4.77 -3.55 -4.42
O -3.99 -3.72 -5.34
O -5.76 -5.63 -5.00
O -5.70 -1.26 -1.71
H -4.02 -1.61 -3.75
H -7.43 -5.28 -2.97
H -5.03 -5.45 -5.63
H -6.43 -1.47 -1.09
*
```